The following is a quantum chemistry calculation of C26H50ClF3O2P2Si2Tc as an isolated structure, from the OMol25 dataset.

- HOMO-LUMO gap (alpha / beta) (eV) = 5.2 / 7.0
- highest occupied orbital energy (alpha / beta) (eV) = -4.64 / -7.16
- energy (eV) = -89076.6511

Structure (ORCA input):
```
! wB97M-V def2-TZVPD RIJCOSX def2/J DEFGRID3
* xyz 0 4
C 0.346 -3.363 0.987
H -2.689 4.419 0.750
H -1.780 3.223 -0.928
H -1.016 -0.064 3.150
F 3.826 -0.033 4.001
H -1.618 -5.180 -2.254
H 1.737 -0.558 -1.886
H -2.627 1.365 -0.647
F 1.860 -0.905 4.461
H -2.631 -1.324 -0.706
H 0.404 -4.447 0.814
C -1.143 2.480 -2.841
C 3.225 -2.104 -0.469
C -2.650 4.028 1.774
C -0.676 -4.762 -1.867
H -3.587 -3.638 1.688
H 0.288 2.425 3.958
C -0.750 2.765 3.843
H 4.160 2.495 -1.079
H -2.605 -4.494 0.466
C -1.348 -0.045 2.113
F 3.154 -1.841 2.949
H -0.464 5.356 -0.987
H -0.852 3.765 4.284
H -1.497 1.459 -2.648
P 0.431 2.421 -0.460
Si -1.250 -2.938 1.909
H 2.465 -4.696 -0.037
H 1.302 1.078 -2.519
C 2.125 -2.887 -1.196
C -2.624 -4.131 1.500
C 1.169 -0.002 -2.641
H 1.169 3.181 1.687
H -0.425 -5.322 -0.958
H -1.693 -2.528 4.294
H 0.059 -2.448 3.965
H 0.229 4.473 0.871
C 2.480 4.403 -0.690
C 0.283 3.391 1.067
H 0.112 -0.276 -2.700
H 4.196 -2.351 -0.922
H 3.476 -4.522 -1.482
C -1.661 1.147 1.392
H 3.109 -1.016 -0.524
C -1.076 -2.548 -2.978
H -1.504 -1.546 -2.853
C -1.670 -1.200 1.340
C 3.204 2.038 -0.787
C -0.869 -2.987 3.733
C -0.874 3.263 -1.553
H 2.652 4.425 0.392
H 1.931 3.007 -2.241
H 3.226 1.858 0.297
Tc -0.192 0.005 0.269
H 1.792 -5.018 -1.655
H -0.765 -4.031 4.055
C -0.879 -3.264 -1.639
H -1.783 -3.125 -3.593
H 0.089 -4.943 -2.633
C 2.751 -0.633 3.452
H 3.426 4.655 -1.185
C -2.219 0.713 0.115
H 2.102 -2.590 -2.259
P 0.429 -2.414 -0.559
H 1.756 5.180 -0.950
H -1.928 2.997 -3.411
H -0.136 -2.464 -3.539
H -2.539 4.865 2.475
H -0.250 2.430 -3.479
C -2.225 -0.706 0.086
H -1.430 5.130 -2.446
H 3.127 1.082 -1.313
H -1.416 2.073 4.372
O 1.265 -0.425 1.613
H -1.797 -3.132 -1.046
H -2.537 -4.990 2.179
Si -1.233 2.845 2.045
O 2.312 1.457 2.341
H 1.196 -3.067 1.624
Cl 1.921 -0.414 -4.248
C 2.070 3.001 -1.146
H 3.271 -2.383 0.593
H -3.592 3.509 1.994
C 2.066 0.256 2.368
C -0.580 4.727 -1.877
H 0.311 4.826 -2.510
C 2.463 -4.372 -1.086
*
```

Atomic charges from the Mulliken analysis, expressed in e, are listed below: number 1, C, carries -1.2280; number 2, H, carries 0.2860; number 3, H, carries -0.0699; number 4, H, carries 0.3387; number 5, F, carries -0.2712; number 6, H, carries 0.4626; number 7, H, carries -1.2333; number 8, H, carries 0.8382; number 9, F, carries -0.2787; number 10, H, carries 0.6921; number 11, H, carries 0.9854; number 12, C, carries -1.3753; number 13, C, carries -1.1220; number 14, C, carries -1.1809; number 15, C, carries -2.0370; number 16, H, carries 0.3916; number 17, H, carries 0.2591; number 18, C, carries -1.2335; number 19, H, carries 0.5809; number 20, H, carries 0.2773; number 21, C, carries -1.0715; number 22, F, carries -0.2149; number 23, H, carries 0.2900; number 24, H, carries 0.4054; number 25, H, carries -0.0137; number 26, P, carries 0.0516; number 27, Si, carries 0.1180; number 28, H, carries 0.2314; number 29, H, carries -0.8907; number 30, C, carries 0.8092; number 31, C, carries -1.1439; number 32, C, carries 2.5817; number 33, H, carries 0.4425; number 34, H, carries 0.3271; number 35, H, carries 0.3336; number 36, H, carries 0.1597; number 37, H, carries 0.9824; number 38, C, carries -1.7041; number 39, C, carries -1.2108; number 40, H, carries -0.5482; number 41, H, carries 0.5175; number 42, H, carries 0.5166; number 43, C, carries 0.7223; number 44, H, carries -0.1250; number 45, C, carries -1.3255; number 46, H, carries 0.0088; number 47, C, carries 0.1580; number 48, C, carries -1.0892; number 49, C, carries -1.1834; number 50, C, carries 1.3259; number 51, H, carries 0.2780; number 52, H, carries 0.6229; number 53, H, carries 0.0329; number 54, Tc, carries -1.3877; number 55, H, carries 0.2662; number 56, H, carries 0.3879; number 57, C, carries 1.4347; number 58, H, carries 0.5088; number 59, H, carries 0.4934; number 60, C, carries 0.6057; number 61, H, carries 0.5126; number 62, C, carries -0.5157; number 63, H, carries 0.2717; number 64, P, carries 0.6323; number 65, H, carries 0.3266; number 66, H, carries 0.5042; number 67, H, carries 0.2535; number 68, H, carries 0.3576; number 69, H, carries 0.3317; number 70, C, carries -0.1409; number 71, H, carries 0.5024; number 72, H, carries 0.0179; number 73, H, carries 0.3671; number 74, O, carries 1.6478; number 75, H, carries -0.2217; number 76, H, carries 0.3571; number 77, Si, carries 0.0938; number 78, O, carries -0.5910; number 79, H, carries 0.3091; number 80, Cl, carries -0.2222; number 81, C, carries 0.7301; number 82, H, carries 0.2630; number 83, H, carries 0.3752; number 84, C, carries -0.9682; number 85, C, carries -1.9114; number 86, H, carries 0.3743; number 87, C, carries -1.4424

=====

The following is a quantum chemistry calculation of C14H14F6N6O5PdS4 as an isolated structure, from the OMol25 dataset.

- HOMO-LUMO gap (eV) = 5.9
- highest occupied orbital energy (eV) = -1.83
- energy (eV) = -97048.4898
- ΔE to the lowest compared entry with this formula, charge and spin (kJ/mol) = 19.8

Structure (ORCA input):
```
! wB97M-V def2-TZVPD RIJCOSX def2/J DEFGRID3
* xyz -2 1
C 1.428 2.323 -1.209
O 1.541 -1.532 2.331
H -2.081 3.742 -1.079
N 0.688 -2.880 -1.924
F -1.787 -0.229 5.832
Pd 0.279 -1.845 -0.170
O 0.242 0.500 2.011
C -1.071 3.371 -1.175
H -1.581 1.392 -0.548
F -0.778 1.237 4.631
O 1.148 -5.380 -1.406
C -0.797 2.044 -0.895
C -2.701 -1.023 -1.861
F -1.707 -3.846 -0.664
N 4.607 0.676 -0.819
C 5.495 -0.448 -0.710
O -2.690 0.058 2.177
F -2.922 1.297 4.809
H 5.365 -1.111 -1.567
H 3.728 3.762 -1.206
H -4.615 -0.785 -2.609
F -2.277 -2.428 0.818
N 2.750 1.836 -1.076
C -4.786 -1.749 -0.672
H -4.387 -1.612 0.330
C 3.842 2.702 -1.112
C -1.160 -3.056 0.323
S -2.168 -0.790 3.230
H -4.184 0.249 -1.230
N -1.583 -1.164 -2.087
H -4.600 -2.777 -0.978
C 3.234 0.535 -0.837
S 0.252 -0.969 1.902
C 4.963 1.991 -0.963
H 5.254 -1.027 0.182
N 0.424 1.521 -0.963
F -0.784 -3.941 1.278
O -3.181 -1.581 3.896
C -4.117 -0.764 -1.635
H -5.861 -1.563 -0.653
H 2.081 4.291 -1.870
H -0.191 5.221 -1.841
S 1.040 -4.248 -2.352
N -0.838 -1.537 3.049
C -1.864 0.453 4.662
H 5.987 2.313 -0.913
C -0.027 4.184 -1.572
H 6.521 -0.083 -0.668
C 1.252 3.664 -1.574
S 2.619 -0.994 -0.622
*
```

Atomic charges from the Mulliken analysis, expressed in e, are listed below: number 1, C, carries 0.9493; number 2, O, carries -0.7082; number 3, H, carries 0.4143; number 4, N, carries -0.2197; number 5, F, carries -0.2696; number 6, Pd, carries 0.3288; number 7, O, carries -0.6301; number 8, C, carries -0.9327; number 9, H, carries 0.4116; number 10, F, carries -0.2357; number 11, O, carries -0.5841; number 12, C, carries -0.2895; number 13, C, carries 0.2185; number 14, F, carries -0.2471; number 15, N, carries 0.1536; number 16, C, carries -0.9163; number 17, O, carries -0.5869; number 18, F, carries -0.2721; number 19, H, carries 0.3475; number 20, H, carries 0.2874; number 21, H, carries 0.3200; number 22, F, carries -0.1287; number 23, N, carries 0.3481; number 24, C, carries -0.9564; number 25, H, carries 0.1212; number 26, C, carries -0.4016; number 27, C, carries 0.1910; number 28, S, carries 0.9754; number 29, H, carries 0.2122; number 30, N, carries -0.3160; number 31, H, carries 0.3009; number 32, C, carries 0.0551; number 33, S, carries 0.8709; number 34, C, carries -0.5374; number 35, H, carries 0.3400; number 36, N, carries 0.2576; number 37, F, carries -0.2638; number 38, O, carries -0.7207; number 39, C, carries -0.2024; number 40, H, carries 0.3851; number 41, H, carries 0.2239; number 42, H, carries 0.3744; number 43, S, carries 0.0910; number 44, N, carries -0.5261; number 45, C, carries 0.4815; number 46, H, carries 0.4122; number 47, C, carries -0.4725; number 48, H, carries 0.3133; number 49, C, carries -0.8992; number 50, S, carries -0.0679

=====

The following is a quantum chemistry calculation of a 15-piece molecular cluster, C24H78O15 overall, from the OMol25 dataset.

- HOMO-LUMO gap (eV) = 8.8
- highest occupied orbital energy (eV) = -8.77
- energy (eV) = -56862.4415
- ΔE to the lowest compared entry with this formula, charge and spin (kJ/mol) = 458.8

Structure (ORCA input):
```
! wB97M-V def2-TZVPD RIJCOSX def2/J DEFGRID3
* xyz 0 1
O -2.250 -2.100 0.176
H -1.601 2.516 -4.779
H 1.087 -5.944 -2.488
H -2.611 5.154 -3.251
C 3.054 -5.137 -2.168
H -0.976 -1.261 2.814
H 3.354 -2.783 -0.059
C 1.572 -4.971 -2.572
H 4.480 0.135 -0.002
H 4.416 -1.095 1.159
O 3.478 0.161 -2.594
H -0.941 -1.749 4.392
H -1.281 -4.851 0.247
H 3.488 3.775 0.381
O -0.119 5.299 1.952
H 2.044 -1.758 4.618
C -1.578 3.521 1.991
H -1.532 5.645 -0.673
H -0.447 3.994 -2.973
H -2.985 -0.723 -1.035
H -3.163 -2.464 -2.967
H 1.105 -4.244 -1.907
H 1.407 -1.391 3.067
H -2.724 -0.397 -4.315
O 0.412 -1.964 -0.155
C -1.462 -1.029 3.762
O 3.148 -5.549 -0.806
C -0.172 0.250 0.505
O 4.477 -2.121 -1.335
H 6.292 -1.243 -1.286
H 3.612 3.611 3.051
C 5.099 -0.648 0.437
H -3.221 2.159 -4.343
H -2.653 1.591 -5.861
H -2.631 3.244 1.952
C 2.789 3.202 0.990
H 1.581 -0.261 -0.447
H 5.881 -0.130 0.992
H -1.932 0.556 -3.098
H 3.115 -1.837 3.178
H -2.574 -1.641 0.955
H 1.593 1.726 3.922
H 3.448 -5.918 -2.817
O 2.681 -3.216 0.466
H -3.134 1.479 -1.186
H 4.229 -1.413 -1.934
O -1.474 -6.501 1.463
H -3.282 3.743 -1.205
C 0.562 -0.646 -0.487
H 1.465 -4.703 -3.623
C -2.345 1.721 -4.823
H -1.034 3.238 1.090
H 1.851 3.240 0.436
O 1.682 0.946 4.474
H -0.973 3.357 -1.413
C 2.780 0.175 3.996
C -0.534 4.222 -1.911
H -4.587 1.978 -2.078
O -3.409 -0.892 2.395
H -0.046 -3.478 2.050
H 1.794 1.028 -3.077
H -2.367 -4.692 1.643
C -4.996 1.262 -0.113
O -3.859 3.289 -0.587
C -1.400 -5.067 1.309
H 1.863 -2.797 0.201
H -2.524 -3.661 -1.833
H -0.140 6.082 1.397
C 5.564 -1.654 -0.587
H 0.705 -4.984 2.008
O -0.741 -0.038 -4.655
H 3.741 -0.017 -3.497
H 0.423 1.025 -3.718
C -1.458 5.424 -1.738
C 2.744 3.813 2.423
C -1.462 5.019 2.237
H 3.060 0.657 3.059
C -4.100 1.976 -1.102
H 0.249 -0.384 -1.498
H 2.762 -4.838 -0.289
H -0.386 -4.574 3.345
O -2.724 5.186 -2.298
H -1.763 5.284 3.251
O 1.137 1.608 -3.461
H -1.227 -0.027 4.122
H -5.909 1.821 0.090
H -4.087 -2.014 -0.629
H 3.597 0.286 4.709
H 0.432 4.342 -1.420
H -0.668 -0.035 -5.612
H -0.052 1.276 0.157
H 0.899 3.963 2.527
H -3.480 -0.996 4.496
H -1.224 2.884 2.801
H -2.087 5.530 1.505
C -3.047 -1.800 -0.878
H -3.014 -2.440 3.735
C -2.933 -1.358 3.626
H -4.296 -0.530 2.442
C -0.251 -4.527 2.265
C 2.310 -1.291 3.670
H 3.046 2.147 0.895
C -2.556 -2.598 -2.071
H 0.163 0.175 1.540
H 3.609 -4.209 -2.308
H 6.098 -2.524 -0.205
O 1.566 3.437 2.974
H -2.097 -6.857 0.825
H -0.525 -2.077 0.020
H -4.429 1.180 0.815
C -1.996 0.403 -4.175
H 3.937 0.969 -2.365
H -5.267 0.260 -0.448
H 2.681 4.897 2.333
H -1.242 0.069 0.398
H -1.605 -2.188 -2.413
H -0.979 6.305 -2.166
*
```

Here are the Mulliken charges for atoms 1 to 99, given in e: number 1, O, carries -0.2633; number 2, H, carries 0.2635; number 3, H, carries 0.3049; number 4, H, carries 0.3640; number 5, C, carries 0.0043; number 6, H, carries -0.5019; number 7, H, carries 0.3793; number 8, C, carries -0.5422; number 9, H, carries -0.1389; number 10, H, carries -0.1567; number 11, O, carries -0.7878; number 12, H, carries 0.4162; number 13, H, carries 0.1101; number 14, H, carries 0.4596; number 15, O, carries -0.6330; number 16, H, carries 0.4193; number 17, C, carries -0.8024; number 18, H, carries -0.0554; number 19, H, carries 0.2748; number 20, H, carries -0.7350; number 21, H, carries 0.4365; number 22, H, carries -0.1598; number 23, H, carries -0.1243; number 24, H, carries 0.3458; number 25, O, carries 0.2666; number 26, C, carries -0.2832; number 27, O, carries -0.5830; number 28, C, carries 0.5043; number 29, O, carries -0.5317; number 30, H, carries 0.3745; number 31, H, carries 0.3367; number 32, C, carries -0.0716; number 33, H, carries 0.2402; number 34, H, carries 0.4446; number 35, H, carries 0.3074; number 36, C, carries 0.0330; number 37, H, carries 0.2056; number 38, H, carries 0.4825; number 39, H, carries -0.3548; number 40, H, carries 0.3098; number 41, H, carries -0.0561; number 42, H, carries 0.4238; number 43, H, carries 0.3825; number 44, O, carries -0.7725; number 45, H, carries -0.2445; number 46, H, carries 0.3207; number 47, O, carries -0.5926; number 48, H, carries 0.3058; number 49, C, carries 0.4357; number 50, H, carries 0.3587; number 51, C, carries -1.1344; number 52, H, carries 0.0713; number 53, H, carries -0.2199; number 54, O, carries -0.5209; number 55, H, carries -0.3066; number 56, C, carries 0.0382; number 57, C, carries -0.0456; number 58, H, carries 0.1844; number 59, O, carries -0.4804; number 60, H, carries -0.1350; number 61, H, carries 0.3158; number 62, H, carries 0.1920; number 63, C, carries -1.0399; number 64, O, carries -0.5105; number 65, C, carries 0.0502; number 66, H, carries 0.6666; number 67, H, carries 0.3655; number 68, H, carries 0.3158; number 69, C, carries -0.6242; number 70, H, carries 0.3589; number 71, O, carries -0.5907; number 72, H, carries 0.2891; number 73, H, carries 0.3767; number 74, C, carries -0.3599; number 75, C, carries -0.4197; number 76, C, carries -0.4719; number 77, H, carries -0.1692; number 78, C, carries 0.6085; number 79, H, carries -0.2519; number 80, H, carries 0.3940; number 81, H, carries 0.3970; number 82, O, carries -0.5874; number 83, H, carries 0.2576; number 84, O, carries -0.6470; number 85, H, carries 0.3804; number 86, H, carries 0.4935; number 87, H, carries 0.3385; number 88, H, carries 0.3865; number 89, H, carries 0.2395; number 90, H, carries 0.2727; number 91, H, carries -0.0792; number 92, H, carries 0.2358; number 93, H, carries 0.4511; number 94, H, carries 0.4581; number 95, H, carries 0.4763; number 96, C, carries 1.0608; number 97, H, carries 0.2720; number 98, C, carries -0.6563; number 99, H, carries 0.2550